1.
114
Properties=species:S:1:pos:R:3:forces:R:3 method="wB97M-V/def2-TZVPD" relative_energy_ev=0.8009 homo_ev="-10.3 / -10.5" s2=3.78 lumo_ev="-3.120 / -4.153" multiplicity=4 charge=+1
Re -0.788 -0.344 0.510 0.29 0.09 0.73
Cl -6.366 -1.882 4.120 0.01 0.01 0.01
C -4.768 -1.355 3.748 -0.04 -0.01 -0.01
C -4.209 -1.740 2.533 0.01 0.11 -0.02
C -2.936 -1.308 2.216 0.00 0.01 0.00
N -2.227 -1.616 1.029 -0.07 -0.21 -0.32
C -2.121 -2.934 0.620 0.07 0.05 0.00
O -2.984 -3.771 0.641 -0.09 -0.08 0.12
C -0.691 -3.271 0.283 -0.01 0.06 0.08
C -0.266 -4.576 0.205 0.02 0.01 -0.03
C 1.100 -4.829 0.167 0.00 -0.05 0.01
C 1.983 -3.765 0.179 0.00 0.03 0.08
C 1.481 -2.476 0.210 0.02 -0.05 -0.07
N 0.170 -2.230 0.276 -0.14 0.04 0.00
C -2.192 -0.525 3.108 0.03 -0.10 0.06
C -2.757 -0.150 4.315 -0.03 0.02 -0.06
C -4.051 -0.551 4.628 0.03 0.00 0.00
Cl -4.728 -0.043 6.129 -0.01 -0.01 0.00
N -0.848 -0.223 2.758 -0.21 -0.02 -0.33
C -0.499 1.087 2.874 0.13 0.28 0.07
O 0.609 1.525 3.146 -0.23 0.00 0.10
C -1.517 2.007 2.247 -0.02 -0.04 -0.12
C -1.952 3.226 2.709 -0.01 -0.02 0.03
C -2.832 3.951 1.916 0.00 0.03 0.00
C -3.195 3.451 0.677 -0.01 -0.02 -0.01
C -2.673 2.241 0.260 -0.06 0.00 0.06
N -1.870 1.511 1.038 0.17 0.11 -0.14
H -4.776 -2.348 1.845 0.02 -0.04 0.01
H -1.008 -5.363 0.220 0.00 0.01 0.00
H 1.465 -5.848 0.136 0.00 0.01 0.00
H 3.054 -3.908 0.155 -0.02 -0.01 -0.01
H 2.139 -1.624 0.157 0.05 0.05 0.05
H -2.191 0.432 5.031 0.00 -0.01 0.01
H -1.610 3.586 3.669 0.00 0.00 -0.01
H -3.219 4.902 2.256 0.01 -0.01 0.01
H -3.858 3.993 0.018 0.00 0.00 0.02
H -2.885 1.836 -0.714 -0.02 0.00 -0.05
C -4.916 1.247 -1.884 0.03 0.10 0.01
Si -3.808 -0.199 -2.384 0.07 -0.05 -0.04
C -4.567 -1.634 -1.453 0.04 -0.09 0.05
C -4.104 -0.418 -4.223 0.04 0.00 -0.07
Ge -1.357 -0.074 -2.005 -0.43 -0.01 -0.33
Si -0.644 1.907 -3.216 -0.12 0.16 -0.07
C -1.076 1.719 -5.037 -0.01 0.01 -0.02
C 1.172 2.399 -3.248 0.09 -0.09 0.02
C -1.589 3.421 -2.612 -0.01 -0.02 0.11
Si -0.660 -2.002 -3.312 0.06 -0.04 0.02
C -0.589 -1.715 -5.165 0.00 0.06 -0.04
C -1.828 -3.456 -3.064 -0.04 -0.03 0.03
C 1.085 -2.552 -2.846 0.02 -0.04 -0.03
H -5.883 1.026 -2.346 0.01 0.02 0.01
H -4.616 2.237 -2.237 0.03 -0.05 0.00
H -5.087 1.292 -0.806 0.01 0.01 0.00
H -5.651 -1.620 -1.596 0.03 0.04 -0.06
H -4.382 -1.532 -0.384 -0.01 -0.03 0.03
H -4.206 -2.613 -1.767 0.04 0.00 0.02
H -5.142 -0.716 -4.395 0.01 0.00 0.05
H -3.463 -1.176 -4.673 -0.02 0.02 0.00
H -3.945 0.523 -4.754 -0.02 -0.04 -0.02
H -0.281 1.209 -5.581 -0.03 -0.02 0.01
H -1.162 2.722 -5.466 -0.01 -0.02 0.02
H -2.009 1.192 -5.231 0.03 0.00 0.01
H 1.757 1.707 -3.858 0.01 -0.03 0.03
H 1.679 2.522 -2.292 -0.07 0.03 -0.11
H 1.200 3.371 -3.752 0.03 -0.02 -0.02
H -2.669 3.249 -2.602 0.06 0.04 0.01
H -1.397 4.253 -3.295 0.02 -0.03 -0.01
H -1.274 3.738 -1.615 -0.04 0.00 -0.02
H -1.554 -1.534 -5.636 0.01 0.05 0.03
H -0.182 -2.639 -5.592 -0.03 0.00 -0.02
H 0.084 -0.906 -5.448 0.01 -0.04 0.04
H -2.755 -3.306 -3.623 0.01 0.00 0.02
H -2.102 -3.650 -2.026 0.01 0.00 -0.01
H -1.356 -4.363 -3.454 0.00 0.03 -0.02
H 1.627 -2.796 -3.764 0.00 -0.02 0.01
H 1.055 -3.460 -2.238 0.01 0.08 -0.09
H 1.673 -1.803 -2.314 -0.02 0.02 -0.05
O 1.377 3.048 0.273 -0.07 -0.09 -0.10
N 0.660 2.225 -0.089 -0.07 0.12 0.03
O 0.974 0.907 0.466 0.22 -0.15 0.58
C 3.297 -2.346 5.116 0.01 0.01 0.03
C 2.122 -2.450 4.383 0.02 0.03 0.01
C 1.855 -1.559 3.355 0.03 -0.13 -0.16
C 2.766 -0.556 3.036 -0.06 0.02 0.10
C 3.934 -0.442 3.797 0.01 -0.01 -0.07
C 4.201 -1.337 4.825 -0.01 -0.01 0.00
Ge 2.707 0.764 1.615 -0.05 -0.02 -0.47
C 3.709 0.128 0.054 0.28 -0.04 0.19
C 3.343 0.258 -1.283 -0.12 0.03 0.06
C 4.189 -0.171 -2.298 -0.04 0.00 -0.05
C 5.417 -0.737 -1.994 0.03 0.00 0.03
C 5.797 -0.877 -0.666 -0.01 -0.01 -0.02
C 4.950 -0.450 0.347 -0.02 -0.01 -0.05
C 3.442 2.452 2.183 -0.01 0.09 0.08
C 4.303 3.132 1.323 0.01 -0.03 0.01
C 4.906 4.313 1.729 0.01 -0.01 -0.02
C 4.657 4.816 2.997 0.00 0.03 0.04
C 3.812 4.137 3.864 0.03 0.02 -0.02
C 3.205 2.958 3.461 0.00 -0.07 -0.01
H 3.497 -3.038 5.923 0.00 -0.01 -0.01
H 1.401 -3.221 4.623 0.00 0.00 0.00
H 0.909 -1.632 2.836 0.15 -0.02 0.06
H 4.643 0.357 3.607 0.00 0.00 -0.01
H 5.111 -1.234 5.402 -0.01 0.00 0.00
H 2.381 0.677 -1.548 0.05 -0.03 -0.02
H 3.883 -0.065 -3.332 0.00 0.01 0.01
H 6.076 -1.068 -2.785 -0.01 0.00 0.00
H 6.754 -1.318 -0.416 -0.01 0.00 -0.01
H 5.271 -0.579 1.374 -0.02 0.02 0.03
H 4.513 2.738 0.334 -0.01 0.01 0.00
H 5.573 4.839 1.057 0.00 -0.01 0.00
H 5.128 5.738 3.314 0.00 -0.01 -0.01
H 3.628 4.526 4.857 0.00 -0.01 -0.01
H 2.549 2.429 4.140 0.00 0.02 -0.02


2.
22
Properties=species:S:1:pos:R:3:forces:R:3 method="wB97M-V/def2-TZVPD" relative_energy_ev=3.3771 homo_ev="-7.0 / -8.3" lumo_ev="0.114 / 0.785" multiplicity=1 charge=0
C 0.398 -0.611 -0.653 1.65 -0.71 0.44
C 1.080 -1.933 -0.636 -0.26 -0.43 -0.19
C 0.671 0.269 -1.825 -0.31 0.09 0.00
C 0.648 0.920 1.063 -1.38 0.05 0.70
C -0.364 -0.204 0.590 1.70 0.01 -0.63
N -2.241 1.080 0.141 -0.35 0.40 -0.49
N 0.377 2.183 0.651 0.11 -0.10 0.09
N -0.597 -1.069 1.738 0.32 0.18 -0.60
N -1.535 -0.070 -0.204 -1.62 0.38 1.11
O 1.589 0.610 1.778 -0.32 0.03 -0.43
H -2.532 1.055 1.124 0.30 0.02 -0.17
H -3.063 1.141 -0.450 0.04 -0.05 0.15
H -0.557 2.374 0.296 0.25 0.00 0.16
H 0.924 2.906 1.098 -0.10 0.02 -0.21
H -1.053 -1.924 1.444 0.10 -0.04 0.01
H 0.281 -1.267 2.206 -0.10 0.02 0.02
H 1.921 -1.971 -1.332 -0.18 0.00 -0.17
H 1.486 -2.186 0.347 -0.18 0.16 0.07
H 0.370 -2.731 -0.896 0.15 -0.09 -0.06
H 1.746 0.350 -2.023 -0.03 0.09 0.09
H 0.226 -0.181 -2.724 0.08 -0.03 0.10
H 0.225 1.257 -1.734 0.14 0.00 0.04


3.
125
Properties=species:S:1:pos:R:3:forces:R:3 method="wB97M-V/def2-TZVPD" homo_ev=-1.9 lumo_ev=3.548 multiplicity=1 charge=-2
Rb 1.619 -0.079 1.094 0.16 0.12 -0.30
N 0.741 2.647 -2.779 0.50 -0.08 0.49
P -0.102 1.951 -1.394 -0.30 0.57 -0.49
C -0.659 3.532 -0.598 0.07 -0.07 0.00
C -1.399 4.494 -1.278 0.00 0.10 0.05
C -1.724 5.696 -0.666 -0.03 0.00 -0.07
C -1.291 5.960 0.625 0.00 -0.03 0.03
C -0.540 5.013 1.306 0.01 0.07 0.13
C -0.231 3.809 0.697 0.02 -0.14 -0.16
C -1.604 1.592 -2.410 0.02 -0.09 -0.01
C -2.892 1.906 -1.985 0.02 -0.05 0.04
C -3.985 1.653 -2.801 -0.07 0.03 0.04
C -3.814 1.085 -4.053 -0.02 -0.03 -0.04
C -2.539 0.751 -4.482 0.01 -0.02 -0.03
C -1.449 0.988 -3.660 0.04 -0.06 0.05
C 1.894 3.364 -2.547 0.03 -0.02 0.20
C 2.563 4.082 -3.548 0.01 0.06 -0.05
C 3.669 4.825 -3.181 -0.12 -0.05 -0.07
C 4.087 4.838 -1.858 0.09 0.07 0.04
C 3.390 4.066 -0.942 -0.01 0.04 -0.26
N 2.323 3.349 -1.282 -0.21 -0.07 -0.02
H 0.304 2.721 -3.679 -0.11 0.12 -0.02
H -1.731 4.300 -2.291 0.00 0.01 -0.01
H -2.321 6.431 -1.196 0.03 -0.01 -0.03
H -1.532 6.907 1.094 -0.01 -0.02 0.02
H -0.183 5.215 2.309 0.01 -0.01 -0.02
H 0.374 3.077 1.217 0.04 0.04 0.03
H -3.045 2.362 -1.016 -0.05 -0.07 0.06
H -4.979 1.906 -2.452 0.02 -0.02 0.05
H -4.671 0.887 -4.687 0.01 0.02 0.00
H -2.390 0.304 -5.456 0.01 -0.09 0.02
H -0.461 0.688 -3.992 -0.02 -0.03 -0.03
H 2.202 4.072 -4.569 0.01 -0.04 -0.02
H 4.205 5.396 -3.930 -0.02 0.01 -0.01
H 4.939 5.425 -1.545 0.02 -0.03 0.02
H 3.707 3.991 0.091 -0.06 -0.09 0.10
Cl 3.433 -0.443 3.564 0.42 0.31 0.17
C 2.338 -1.747 3.958 -0.28 -0.45 -0.06
C 1.898 -2.557 2.917 -0.06 -0.18 0.51
C 1.117 -3.622 3.356 0.31 0.32 0.05
Cl 0.636 -4.827 2.186 -0.12 -0.31 -0.31
C 0.732 -3.844 4.676 -0.02 -0.03 -0.07
Cl -0.241 -5.210 5.128 -0.07 -0.02 0.03
C 1.155 -2.956 5.659 0.07 0.00 -0.01
Cl 0.682 -3.178 7.309 -0.01 -0.01 0.05
C 1.990 -1.905 5.299 -0.01 0.12 0.08
Cl 2.570 -0.819 6.525 0.01 0.02 0.01
C 6.798 2.943 -0.026 -0.24 0.09 0.17
Si 5.616 1.611 0.690 0.32 -0.38 -0.36
C 4.955 0.697 -0.839 0.12 0.12 0.11
C 6.802 0.392 1.557 -0.24 0.09 0.10
N 4.279 2.108 1.568 -0.12 -0.03 0.10
C 4.187 2.744 2.754 -0.02 0.03 -0.34
C 5.291 3.249 3.495 0.02 -0.04 0.00
C 5.127 3.921 4.692 -0.04 0.02 0.02
C 3.863 4.132 5.232 0.02 0.08 0.12
C 2.760 3.644 4.537 0.01 0.00 -0.04
C 2.912 2.979 3.336 0.00 0.11 0.14
H 7.675 2.492 -0.499 -0.03 -0.08 0.01
H 7.153 3.625 0.753 0.00 -0.01 0.00
H 6.286 3.544 -0.781 0.02 0.00 0.00
H 5.764 0.422 -1.523 0.00 -0.04 0.01
H 4.250 1.327 -1.388 -0.02 -0.01 0.03
H 4.438 -0.222 -0.548 0.01 -0.01 0.00
H 7.661 0.123 0.936 -0.02 0.04 -0.07
H 6.269 -0.526 1.817 0.00 0.01 0.02
H 7.181 0.820 2.490 0.01 -0.02 0.00
H 6.286 3.084 3.094 0.02 0.05 0.04
H 6.001 4.289 5.223 0.02 -0.02 -0.03
H 3.741 4.659 6.171 0.00 -0.02 0.00
H 1.764 3.783 4.947 -0.01 0.00 -0.02
H 2.035 2.610 2.814 0.04 -0.03 -0.04
C -4.652 -6.858 2.470 0.08 0.01 -0.03
C -3.764 -5.803 1.865 -0.05 0.03 0.02
C -3.561 -4.584 2.491 -0.04 -0.09 -0.08
C -2.760 -3.589 1.936 0.06 0.13 -0.01
C -2.519 -2.361 2.775 0.02 0.03 -0.02
C -2.174 -3.787 0.674 0.01 0.08 0.10
As -0.908 -2.493 -0.210 -0.20 -0.37 -0.34
N -1.091 -0.814 0.384 0.11 0.10 0.24
C -2.219 -0.117 0.626 -0.36 -0.12 0.00
C -2.154 1.043 1.443 0.08 -0.08 -0.06
C -3.277 1.779 1.767 -0.07 0.05 -0.02
C -4.540 1.402 1.316 -0.07 0.07 0.03
C -4.641 0.259 0.526 0.03 0.07 -0.05
C -3.519 -0.462 0.174 0.09 -0.07 -0.13
C -1.610 -2.531 -2.151 -0.11 0.12 0.15
C -2.865 -2.869 -2.677 -0.03 0.05 0.07
C -4.102 -3.158 -1.858 0.05 -0.05 -0.04
C -3.049 -2.960 -4.062 0.04 -0.01 -0.05
C -2.025 -2.739 -4.960 -0.03 -0.01 -0.01
C -2.231 -2.862 -6.447 0.01 0.02 0.08
C -0.787 -2.377 -4.442 -0.02 0.00 -0.04
C -0.577 -2.256 -3.077 0.11 -0.03 0.03
C 0.797 -1.822 -2.620 -0.08 0.00 -0.03
C -2.273 -5.067 0.103 0.03 0.05 -0.16
C -1.500 -5.459 -1.136 -0.06 -0.01 0.07
C -3.079 -6.038 0.683 -0.01 -0.02 0.05
H -5.163 -6.479 3.356 0.00 0.00 0.00
H -4.070 -7.734 2.767 -0.03 -0.02 0.00
H -5.409 -7.189 1.754 -0.01 -0.02 0.02
H -4.023 -4.403 3.457 0.02 0.01 0.01
H -2.696 -2.583 3.828 0.00 -0.05 -0.02
H -3.178 -1.544 2.483 0.01 0.04 0.03
H -1.493 -2.011 2.664 0.00 0.05 0.02
H -1.193 1.315 1.864 0.00 0.03 -0.04
H -3.174 2.654 2.399 0.04 0.00 -0.01
H -5.419 1.976 1.583 0.01 -0.01 0.01
H -5.613 -0.070 0.173 0.00 0.01 -0.02
H -3.613 -1.329 -0.465 0.00 0.17 0.12
H -3.921 -3.105 -0.793 -0.06 -0.12 0.05
H -4.484 -4.158 -2.081 0.02 -0.01 0.01
H -4.889 -2.442 -2.114 0.01 0.00 0.01
H -4.034 -3.226 -4.438 -0.01 0.01 0.02
H -3.265 -3.119 -6.679 0.00 0.00 -0.01
H -1.585 -3.636 -6.867 -0.01 0.01 -0.03
H -1.990 -1.924 -6.953 -0.01 -0.02 -0.03
H 0.033 -2.178 -5.127 0.02 0.02 0.04
H 1.428 -1.570 -3.474 -0.03 0.02 -0.01
H 1.286 -2.611 -2.045 0.05 0.07 0.03
H 0.717 -0.944 -1.973 0.08 0.00 0.01
H -0.647 -4.801 -1.296 0.03 -0.10 -0.07
H -2.128 -5.423 -2.030 0.07 0.04 -0.03
H -1.122 -6.477 -1.028 -0.03 -0.02 0.01
H -3.157 -7.013 0.206 0.02 0.00 -0.01


4.
14
Properties=species:S:1:pos:R:3:forces:R:3 method="wB97M-V/def2-TZVPD" relative_energy_ev=2.5089 homo_ev=-8.6 lumo_ev=0.869 smiles="C=CC(=C)OC" multiplicity=1 charge=0
C 0.757 -1.428 0.679 0.04 -0.67 0.12
C -0.753 0.264 0.126 -1.70 0.42 1.08
C -1.914 0.691 0.696 1.46 -0.57 -0.04
C 0.267 1.122 -0.500 0.13 -0.51 -1.54
C 0.974 0.578 -1.533 -1.80 -1.02 1.00
H 1.556 -0.702 0.390 -0.77 -0.71 0.47
H 0.647 -1.494 1.791 -0.16 0.44 -0.85
H 1.087 -2.453 0.374 -0.61 0.88 -0.16
H -2.642 -0.013 1.108 0.38 0.14 -0.25
H -2.074 1.737 0.903 -0.08 0.15 -0.39
H 0.261 2.169 -0.164 0.40 -0.48 -0.41
H 0.691 -0.557 -1.788 1.08 2.86 0.36
H 1.670 1.169 -2.111 0.07 -0.24 -0.11
O -0.528 -1.084 0.028 1.55 -0.68 0.72


no.,F_max (eV Å⁻¹)
1,0.8
2,2.0
3,0.8
4,3.1